No. 1
The following is a quantum chemistry calculation of a 9-piece molecular cluster, C44H82N5O14 overall in a non-equilibrium geometry, from OMol25.

Each line ends with the Mulliken charge.
CARTESIAN COORDINATES (ANGSTROEM)
C: 1.29 -0.30 0.25  -0.428
C: 1.27 1.15 1.10  0.440
O: 1.66 1.03 2.39  -0.590
N: 0.79 2.41 0.43  0.063
C: 1.29 2.58 -0.99  0.116
C: 0.37 3.37 -2.14  -0.176
O: 2.50 2.16 -1.44  -0.484
N: 0.95 3.54 1.21  0.423
C: -0.37 4.14 1.75  -0.269
C: -0.91 5.38 0.82  -0.070
O: -2.17 5.41 0.35  -0.389
C: 2.20 4.06 1.45  0.177
N: 3.59 3.61 1.05  -0.190
C: 4.68 4.55 1.52  0.009
C: 6.29 4.39 1.22  -0.086
C: 7.15 5.79 1.53  -0.464
C: 8.66 5.34 2.03  -0.443
C: 9.60 5.13 0.70  0.436
O: 10.52 4.13 0.70  -0.523
O: 9.53 5.99 -0.52  -0.462
N: 3.92 5.62 2.29  -0.381
N: 2.55 5.30 2.23  0.475
O: 1.80 6.19 2.90  -0.484
H: 0.55 -1.01 0.85  0.274
H: 0.85 -0.20 -0.83  0.007
H: 2.40 -0.69 0.28  0.221
H: 1.02 4.21 -2.68  0.326
H: 0.15 2.57 -2.99  -0.073
H: -0.61 3.81 -1.68  -0.082
H: -0.19 4.47 2.88  0.350
H: -1.15 3.24 1.82  0.209
H: -0.20 6.26 0.49  0.291
H: 6.40 4.22 0.05  0.328
H: 6.73 3.45 1.78  0.094
H: 6.67 6.42 2.39  0.268
H: 7.16 6.44 0.54  0.334
H: 9.07 6.13 2.80  0.350
H: 8.55 4.32 2.65  0.263
H: 9.41 5.36 -1.29  0.364
H: 4.34 6.46 2.79  0.318
H: 1.69 5.77 3.82  0.404
C: 0.86 2.04 -7.67  -0.571
C: 0.58 0.81 -6.84  -0.346
C: 0.19 1.41 -5.51  -0.279
O: -0.43 2.67 -5.79  -0.427
C: -0.19 3.00 -7.16  -0.533
H: 0.79 1.86 -8.75  0.350
H: 1.86 2.42 -7.45  0.264
H: -0.26 0.26 -7.27  0.294
H: 1.44 0.13 -6.77  0.268
H: 1.07 1.60 -4.89  0.184
H: -0.50 0.77 -4.95  0.209
H: -1.14 2.88 -7.70  0.301
H: 0.13 4.05 -7.24  0.284
C: -4.86 1.69 4.14  -0.332
C: -5.24 0.88 2.93  -0.427
C: -4.15 1.25 1.94  -0.211
O: -2.98 1.53 2.71  -0.342
C: -3.35 1.63 4.09  -0.445
H: -5.27 1.30 5.07  0.116
H: -5.20 2.72 4.01  0.290
H: -5.18 -0.19 3.16  0.130
H: -6.24 1.09 2.55  0.379
H: -4.41 2.15 1.38  -0.060
H: -3.94 0.44 1.23  0.333
H: -2.97 0.74 4.61  0.293
H: -2.88 2.52 4.54  0.253
C: -4.78 4.59 -1.57  -0.093
C: -5.39 5.31 -2.74  -0.603
C: -6.84 5.44 -2.31  -0.468
O: -6.84 5.52 -0.88  -0.449
C: -5.53 5.18 -0.40  -0.192
H: -3.70 4.72 -1.49  0.007
H: -4.99 3.51 -1.64  0.292
H: -4.94 6.31 -2.84  0.283
H: -5.28 4.79 -3.69  0.339
H: -7.42 4.56 -2.59  0.271
H: -7.32 6.33 -2.73  0.283
H: -5.06 6.10 -0.04  0.243
H: -5.62 4.49 0.44  0.099
C: -7.95 -0.73 7.41  -0.557
C: -8.33 -1.54 6.20  -0.546
C: -7.24 -1.18 5.22  -0.312
O: -6.07 -0.89 5.99  -0.389
C: -6.44 -0.79 7.37  -0.378
H: -8.37 -1.12 8.35  0.340
H: -8.29 0.30 7.29  0.262
H: -8.28 -2.61 6.44  0.266
H: -9.34 -1.33 5.83  0.327
H: -7.51 -0.27 4.66  0.155
H: -7.03 -1.98 4.51  0.309
H: -6.06 -1.68 7.88  0.280
H: -5.98 0.10 7.82  0.265
C: 8.16 -0.89 1.57  -0.591
C: 7.00 -1.36 0.74  -0.547
C: 6.19 -0.10 0.57  -0.239
O: 7.11 1.00 0.60  -0.346
C: 8.39 0.51 1.04  -0.369
H: 9.05 -1.52 1.50  0.357
H: 7.86 -0.84 2.63  0.272
H: 7.37 -1.70 -0.24  0.288
H: 6.44 -2.18 1.19  0.335
H: 5.49 0.03 1.41  0.178
H: 5.62 -0.09 -0.36  0.179
H: 9.05 0.50 0.17  0.266
H: 8.80 1.19 1.79  0.221
C: 1.11 -3.19 -2.96  0.314
C: -0.04 -3.67 -3.80  -0.567
C: -0.86 -2.41 -3.96  -0.522
O: 0.06 -1.31 -3.94  -0.277
C: 1.34 -1.80 -3.50  -0.558
H: 2.00 -3.83 -3.04  0.499
H: 0.81 -3.14 -1.91  -0.502
H: 0.32 -4.01 -4.78  0.327
H: -0.61 -4.49 -3.34  0.249
H: -1.56 -2.28 -3.13  0.295
H: -1.43 -2.39 -4.90  0.293
H: 2.01 -1.81 -4.37  0.243
H: 1.75 -1.12 -2.75  0.193
C: 0.21 -6.27 0.76  -0.705
C: -0.95 -6.75 -0.07  0.082
C: -1.76 -5.49 -0.24  -0.471
O: -0.84 -4.39 -0.21  -0.317
C: 0.44 -4.88 0.22  -0.330
H: 1.10 -6.91 0.69  0.359
H: -0.09 -6.22 1.82  0.281
H: -0.58 -7.09 -1.05  -0.178
H: -1.51 -7.57 0.38  0.236
H: -2.46 -5.36 0.60  0.269
H: -2.33 -5.47 -1.17  0.258
H: 1.10 -4.89 -0.64  0.243
H: 0.85 -4.20 0.98  0.306
C: -1.03 -11.81 -1.17  -0.566
C: -0.24 -11.15 -2.27  -0.575
C: -0.94 -9.81 -2.39  -0.386
O: -1.44 -9.48 -1.09  -0.286
C: -1.34 -10.65 -0.26  -0.460
H: -0.48 -12.61 -0.67  0.323
H: -1.96 -12.23 -1.57  0.257
H: 0.80 -11.00 -1.95  0.279
H: -0.24 -11.71 -3.21  0.338
H: -1.79 -9.86 -3.07  0.259
H: -0.27 -9.02 -2.74  0.254
H: -0.53 -10.48 0.46  0.275
H: -2.27 -10.79 0.30  0.305

Computed properties:
Highest occupied orbital energy: -10.6 eV
Total charge: +1
Max |F|: 9.11 eV/A
LUMO level: -3.50 eV
Electronic energy: -3052.0063 a.u.
Frontier orbital gap: 7.09 eV

No. 2
The following is a quantum chemistry calculation of C4H7LaO2 as an isolated structure in a non-equilibrium geometry, from OMol25.

Each line ends with the Mulliken charge.
CARTESIAN COORDINATES (ANGSTROEM)
C: 0.99 -0.51 -0.98  -0.603
C: 0.30 0.79 -0.62  -0.262
C: -0.26 0.32 0.70  -0.306
C: -1.53 -0.14 0.83  0.199
O: -2.15 -0.42 1.95  -0.588
La: -2.38 -0.47 4.54  1.827
H: 1.78 -0.79 -0.26  0.331
H: 0.29 -1.33 -1.17  0.350
H: -0.49 1.03 -1.35  0.272
H: 1.04 1.59 -0.49  0.338
H: 0.32 0.52 1.60  0.245
H: -2.12 -0.34 -0.09  0.371
O: 1.75 -0.44 -2.38  -0.485
H: 2.47 0.19 -2.27  0.311

Computed properties:
Highest occupied orbital energy (alpha / beta): -15.9 / -15.6 eV
Total charge: +2
Relative energy (zero: lowest compared OMol25 entry of this formula, charge and spin): 39.0 kcal per mole
Max |F|: 5.00 eV/A
LUMO level (alpha / beta): -9.78 / -9.79 eV
Electronic energy: -337.8876 a.u.
Frontier orbital gap (alpha / beta): 6.13 / 5.85 eV

No. 3
The following is a quantum chemistry calculation of one molecule with the formula C4H2O2, from OMol25.

Each line ends with the Mulliken charge.
CARTESIAN COORDINATES (ANGSTROEM)
O: -2.89 -0.63 -0.15  -0.401
C: -1.81 -1.03 -0.50  -0.264
C: -0.55 -0.53 0.04  0.153
C: 0.49 -0.04 0.36  0.642
C: 1.95 1.53 -0.16  -0.252
O: 1.64 0.55 0.69  -0.309
H: -1.69 -1.79 -1.29  0.264
H: 2.90 1.90 0.28  0.168

Computed properties:
Highest occupied orbital energy: -10.0 eV
Relative energy (zero: lowest compared OMol25 entry of this formula, charge and spin): 87.4 kcal per mole
Max |F|: 0.64 eV/A
LUMO level: -0.56 eV
Electronic energy: -303.8705 a.u.
Frontier orbital gap: 9.48 eV

No. 4
The following is a quantum chemistry calculation of a 14-piece molecular cluster, C36H88N4O20 overall in a non-equilibrium geometry, from OMol25.

Each line ends with the Mulliken charge.
CARTESIAN COORDINATES (ANGSTROEM)
C: -0.95 -3.51 -3.66  -0.290
C: 0.39 -3.31 -4.34  -0.662
O: 1.41 -2.65 -3.59  -0.572
O: -0.86 -3.99 -2.38  -0.594
H: -1.65 -4.10 -4.34  0.258
H: -1.40 -2.55 -3.60  0.348
H: 0.32 -2.86 -5.32  0.323
H: 0.83 -4.29 -4.55  0.367
H: 1.00 -1.90 -3.10  0.253
H: -0.53 -4.97 -2.26  0.344
C: 2.38 2.70 -5.02  -0.514
C: 3.15 1.51 -4.67  -0.372
O: 2.84 1.00 -3.38  -0.028
O: 2.66 3.61 -4.01  -0.500
H: 1.33 2.43 -5.00  0.201
H: 2.67 3.14 -5.99  0.351
H: 4.24 1.81 -4.64  0.271
H: 2.90 0.68 -5.36  0.317
H: 3.01 1.70 -2.72  -0.039
H: 1.82 4.03 -3.69  0.279
C: -1.28 4.67 -0.74  0.427
C: -0.56 4.22 -1.89  0.842
O: -0.05 5.25 -2.73  -0.664
O: -0.51 5.68 -0.06  -0.595
H: -1.45 3.83 -0.04  -0.354
H: -2.28 5.00 -1.00  0.503
H: -1.28 3.67 -2.48  -0.186
H: 0.27 3.52 -1.61  -0.612
H: 0.24 5.87 -2.08  0.470
H: -1.10 6.06 0.60  0.311
C: 2.19 -4.89 -1.10  0.449
C: 1.42 -6.19 -1.07  -0.700
O: 0.57 -6.31 -2.32  -0.684
O: 2.69 -4.76 -2.45  -0.727
H: 2.93 -4.87 -0.30  0.458
H: 1.55 -4.11 -0.90  -0.276
H: 0.69 -6.16 -0.25  0.245
H: 1.95 -7.10 -0.99  0.381
H: 1.15 -6.02 -3.03  0.331
H: 2.45 -3.91 -2.75  0.478
C: 3.04 -1.91 2.53  -1.258
C: 1.91 -1.12 1.86  1.484
O: 1.36 -1.79 0.79  0.811
O: 3.93 -1.27 3.42  -0.625
H: 3.69 -2.56 1.80  -0.030
H: 2.59 -2.61 3.19  0.699
H: 2.34 -0.17 1.52  -0.281
H: 1.12 -0.96 2.65  -0.482
H: 1.13 -1.12 0.13  -0.453
H: 4.17 -0.51 2.86  0.405
C: -5.22 -2.56 -1.04  -0.466
C: -3.93 -2.80 -1.86  0.056
O: -2.84 -2.86 -1.01  -0.180
O: -6.37 -2.59 -1.78  -0.571
H: -5.05 -1.70 -0.34  0.018
H: -5.28 -3.41 -0.33  0.301
H: -3.80 -2.09 -2.73  0.168
H: -4.12 -3.71 -2.42  0.294
H: -2.09 -3.17 -1.55  -0.139
H: -6.45 -1.80 -2.32  0.362
C: -1.16 -3.64 2.76  0.526
C: -2.66 -3.34 2.82  -0.876
O: -3.09 -2.34 1.88  -0.267
O: -0.75 -4.08 1.46  -0.558
H: -0.86 -4.46 3.51  0.258
H: -0.65 -2.77 3.16  -0.490
H: -2.94 -3.07 3.79  0.607
H: -3.10 -4.26 2.46  0.305
H: -2.99 -2.74 0.96  -0.024
H: -0.14 -3.42 1.22  0.089
C: -5.13 0.68 2.78  -0.634
C: -4.63 0.85 4.18  -0.484
O: -3.70 1.90 4.27  -0.588
O: -4.13 0.29 1.82  0.167
H: -5.75 1.46 2.36  0.381
H: -5.86 -0.16 2.93  0.367
H: -4.22 -0.08 4.52  0.280
H: -5.51 1.12 4.78  0.298
H: -2.99 1.55 4.87  0.317
H: -4.02 -0.74 1.83  0.171
C: -1.33 0.33 -0.27  -0.031
C: -0.82 -0.29 -1.53  0.299
O: 0.60 -0.50 -1.60  0.792
O: -1.06 1.78 -0.33  0.162
H: -1.08 -0.11 0.76  -0.031
H: -2.38 0.30 -0.33  0.425
H: -1.10 0.38 -2.38  0.351
H: -1.23 -1.29 -1.71  -1.075
H: 1.05 0.34 -1.86  -0.596
H: -1.40 2.14 0.55  -0.229
C: -0.86 3.40 2.72  0.017
C: 0.34 2.66 3.24  -0.038
O: -0.08 1.83 4.35  -0.409
O: -1.86 2.60 2.12  -0.192
H: -0.56 4.16 2.00  -0.107
H: -1.37 3.95 3.52  0.355
H: 1.07 3.34 3.62  0.545
H: 0.66 2.00 2.41  -0.158
H: -0.68 1.19 3.99  -0.042
H: -2.51 2.14 2.73  0.045
C: -3.82 3.03 -4.31  -1.176
C: -4.28 2.89 -2.88  -0.465
C: -4.21 1.42 -2.30  1.823
C: -5.02 0.57 -3.27  -0.122
N: -5.45 -0.06 -4.12  -0.561
H: -3.85 4.07 -4.49  0.410
H: -4.41 2.49 -5.09  0.414
H: -2.78 2.81 -4.31  0.188
H: -5.34 3.15 -2.86  0.447
H: -3.78 3.60 -2.30  0.160
H: -4.51 1.29 -1.21  0.051
H: -3.23 1.02 -2.38  -1.241
C: 1.45 -0.10 7.44  -0.981
C: 0.79 -1.51 7.20  -0.728
C: 0.54 -1.96 5.77  0.330
C: -0.67 -1.30 5.22  0.254
N: -1.64 -0.75 4.93  -0.489
H: 0.86 0.69 6.96  0.194
H: 2.48 0.08 7.00  0.257
H: 1.44 0.13 8.51  0.367
H: -0.17 -1.61 7.73  0.358
H: 1.56 -2.24 7.57  0.329
H: 0.37 -3.03 5.80  0.361
H: 1.44 -1.78 5.13  -0.128
C: 4.23 5.28 -1.28  -1.368
C: 2.84 5.13 -0.71  0.474
C: 2.70 4.16 0.42  -0.519
C: 2.54 2.84 -0.15  -0.142
N: 2.34 1.86 -0.73  0.113
H: 4.62 4.27 -1.54  0.105
H: 4.86 5.83 -0.56  0.455
H: 4.23 5.91 -2.12  0.451
H: 2.13 4.93 -1.52  -0.623
H: 2.54 6.11 -0.30  0.493
H: 1.89 4.38 1.05  -0.013
H: 3.56 4.24 1.06  0.613
C: 5.37 -2.53 -0.66  -1.139
C: 5.62 -1.06 -0.23  -0.173
C: 5.75 -0.25 -1.51  -0.052
C: 5.86 1.12 -1.22  -0.007
N: 5.84 2.24 -1.05  -0.469
H: 4.38 -2.65 -1.03  0.040
H: 5.38 -3.20 0.21  0.404
H: 6.07 -2.93 -1.42  0.435
H: 6.56 -1.13 0.31  0.372
H: 4.96 -0.61 0.53  0.056
H: 4.89 -0.52 -2.19  0.110
H: 6.66 -0.64 -2.03  0.452

Computed properties:
Highest occupied orbital energy: -9.9 eV
Max |F|: 3.19 eV/A
LUMO level: 0.38 eV
Electronic energy: -3148.0634 a.u.
Frontier orbital gap: 10.26 eV

- max |F| of number 4 (C36H88N4O20)?
  3.19 eV/A

- Among the records above, which one has the highest max |F|?
  C44H82N5O14

- electronic energy of number 4 (C36H88N4O20)?
  -3148.0634 a.u.